The following is a DFT calculation (ωB97M-V/def2-TZVPD) of a 14-piece molecular cluster, C56H136N4O24 overall in a non-equilibrium geometry.

energy above the lowest of the compared OMol25 structures with the same formula, charge and spin	12.7	kcal/mol
frontier orbital gap	8.65	eV

The geometry in XYZ format:
```
220
Properties=species:S:1:pos:R:3:forces:R:3
C 4.417 -5.727 1.991 1.24 0.25 -0.99
C 5.347 -5.854 0.714 -0.40 0.10 0.62
C 4.535 -5.860 -0.594 0.34 -0.45 0.38
C 3.927 -4.512 -0.918 -0.39 0.03 -0.83
C 5.060 -3.477 -1.027 -0.15 -0.44 -0.20
C 5.864 -3.441 0.246 0.50 0.95 0.81
N 6.347 -4.802 0.554 -0.55 0.53 -0.65
O 7.132 -4.762 1.719 0.58 0.13 0.48
C 7.147 -2.569 0.007 -1.77 0.14 0.55
C 5.091 -2.758 1.437 0.55 -0.69 -0.07
C 6.145 -7.149 0.805 -1.49 0.15 0.63
H 5.023 -5.445 2.849 0.11 -0.12 0.07
H 3.971 -6.696 2.183 -0.36 -0.01 0.02
H 3.697 -4.932 1.852 -0.45 -0.27 0.01
H 5.236 -6.145 -1.378 0.11 0.06 -0.24
H 3.805 -6.674 -0.561 -0.18 0.23 0.13
H 3.146 -4.288 -0.189 0.27 0.37 0.22
H 3.338 -4.615 -1.845 0.37 0.20 0.04
H 4.791 -2.449 -1.276 -0.59 -0.01 0.17
H 5.763 -3.742 -1.827 -0.22 -0.36 -0.07
H 6.796 -1.598 -0.358 0.08 -0.09 -0.44
H 7.499 -2.318 1.005 0.93 -0.37 -0.15
H 7.822 -3.049 -0.705 0.15 0.15 0.43
H 4.051 -3.004 1.647 -0.01 -0.28 -0.58
H 5.642 -3.078 2.318 0.06 0.35 0.31
H 5.117 -1.682 1.351 0.23 0.44 -0.09
H 5.363 -7.889 0.850 -0.15 -0.91 -0.94
H 6.534 -7.320 1.805 1.01 0.50 -0.14
H 6.806 -7.188 -0.058 0.22 -0.54 0.34
H 7.995 -5.070 1.413 -0.12 0.08 0.15
C -5.456 3.317 4.713 0.19 1.71 0.24
C -4.846 1.969 4.614 -0.63 -1.55 -1.00
C -3.621 1.784 5.490 0.87 0.69 0.55
C -3.976 1.573 6.947 -0.39 0.14 0.22
C -4.835 0.310 7.031 0.13 0.39 0.98
C -6.138 0.529 6.328 -0.37 -0.78 -0.65
N -5.788 0.843 4.912 0.76 -0.42 0.97
O -6.991 1.112 4.300 -1.53 1.23 -1.13
C -6.858 -0.869 6.234 0.37 1.11 -0.35
C -7.117 1.479 7.054 0.48 -0.97 -0.10
C -4.468 1.794 3.127 0.88 -1.04 0.29
H -4.681 3.973 4.316 0.01 0.45 0.14
H -5.714 3.678 5.702 0.05 -0.12 0.32
H -6.318 3.495 4.083 -0.22 -0.45 -0.14
H -2.933 0.983 5.195 -0.36 -0.02 -0.58
H -3.060 2.726 5.458 0.17 -0.16 -0.32
H -4.508 2.489 7.217 -0.32 -0.27 0.49
H -3.095 1.563 7.590 0.08 -0.22 -0.11
H -5.097 -0.064 8.037 0.51 0.37 -0.14
H -4.312 -0.489 6.507 0.16 -0.20 0.04
H -7.812 -0.693 5.750 -0.19 -0.29 -0.22
H -6.209 -1.492 5.615 -0.27 -0.23 0.09
H -7.082 -1.340 7.189 0.30 0.11 0.19
H -6.769 2.473 7.325 0.11 -0.01 -0.21
H -8.041 1.505 6.485 -0.06 0.32 0.03
H -7.297 0.910 7.963 -0.35 0.32 0.40
H -4.091 0.764 3.057 -0.28 0.06 -0.38
H -3.633 2.406 2.778 -0.07 0.31 0.42
H -5.290 1.959 2.441 -0.31 -0.10 0.06
H -7.292 0.335 3.834 0.32 -0.48 -0.21
C -7.080 -1.081 -2.684 1.95 -0.98 -1.03
C -5.549 -1.438 -2.822 -0.22 1.32 -0.99
C -5.224 -1.453 -4.332 -1.62 -0.21 1.26
C -3.752 -1.457 -4.609 -0.47 -0.91 -0.80
C -3.182 -0.200 -4.090 1.44 1.11 0.36
C -3.342 -0.075 -2.570 -1.05 -0.77 0.46
N -4.831 -0.238 -2.273 0.60 -0.38 -2.18
O -4.999 -0.254 -0.925 0.16 -0.24 2.77
C -2.441 -1.071 -1.777 -0.69 0.05 -0.69
C -3.021 1.326 -2.156 0.41 0.91 -0.43
C -5.295 -2.722 -2.092 -0.62 -0.51 0.60
H -7.186 -0.177 -3.270 -0.39 0.61 0.68
H -7.194 -1.063 -1.609 -1.05 0.37 0.03
H -7.673 -1.829 -3.236 0.08 -0.02 0.74
H -5.806 -2.315 -4.692 0.48 0.16 -0.42
H -5.733 -0.534 -4.663 0.44 -0.23 -0.58
H -3.599 -1.613 -5.684 0.32 0.10 0.22
H -3.308 -2.283 -4.064 0.17 -0.45 -0.24
H -3.584 0.659 -4.619 -0.66 0.26 0.19
H -2.118 -0.049 -4.324 0.05 -0.51 0.14
H -2.450 -2.046 -2.278 0.24 0.11 0.29
H -1.426 -0.687 -1.701 0.08 0.05 -0.16
H -2.824 -1.185 -0.763 -0.07 -0.05 -0.05
H -3.066 1.505 -1.079 0.14 -0.16 -0.08
H -2.037 1.601 -2.570 -0.06 -0.06 0.42
H -3.732 1.980 -2.651 -0.21 0.28 0.09
H -4.307 -3.168 -2.202 -0.05 0.11 -0.01
H -6.061 -3.446 -2.409 0.36 0.00 -0.05
H -5.521 -2.523 -1.035 0.39 -0.31 -0.08
H -5.562 0.471 -0.651 -0.13 0.36 -0.37
C -1.133 0.808 1.399 0.17 -1.13 -0.74
C 0.301 0.590 0.880 -0.35 0.22 0.30
C 0.547 -0.908 0.709 -1.05 0.24 0.25
C 1.804 -1.159 -0.058 0.93 -1.21 0.01
C 1.693 -0.567 -1.425 -0.39 1.90 -1.19
C 1.474 0.982 -1.336 -0.05 -0.12 -0.03
N 0.283 1.149 -0.477 0.42 0.43 -0.05
O 0.062 2.558 -0.315 0.23 0.14 -0.07
C 2.756 1.735 -0.907 -0.33 -0.18 -0.25
C 1.082 1.595 -2.715 0.09 -1.31 1.35
C 1.284 1.234 1.879 -0.73 -0.34 0.29
H -1.460 1.836 1.365 0.26 0.35 0.74
H -1.218 0.268 2.338 -0.31 0.48 0.43
H -1.813 0.322 0.693 0.01 -0.23 0.01
H 0.512 -1.423 1.663 0.32 0.11 0.43
H -0.356 -1.276 0.199 0.38 -0.18 -0.33
H 2.035 -2.225 -0.122 -0.25 -0.17 -0.10
H 2.682 -0.782 0.484 -0.18 0.26 -0.10
H 0.788 -0.868 -1.962 -0.07 -0.60 0.26
H 2.505 -0.761 -2.138 0.20 -0.05 0.48
H 3.372 1.649 -1.807 0.49 0.24 0.37
H 2.585 2.793 -0.674 -0.19 -0.20 -0.28
H 3.266 1.326 -0.038 0.09 -0.29 -0.19
H 1.834 1.255 -3.422 0.18 0.64 -0.33
H 0.118 1.204 -3.047 -0.09 0.10 0.05
H 1.026 2.650 -2.478 0.14 0.34 -0.91
H 2.333 1.039 1.715 0.19 -0.08 -0.19
H 1.035 0.815 2.869 0.14 0.28 -0.27
H 1.098 2.303 1.886 0.14 0.20 0.15
H -0.702 2.730 -0.868 -0.34 0.01 -0.16
C -3.454 4.291 0.593 2.06 0.33 -0.13
C -2.122 4.628 1.411 -1.95 -1.12 0.15
O -2.269 5.986 1.786 -0.01 0.29 -0.45
O -3.430 5.058 -0.635 -0.09 -0.13 1.22
H -4.300 4.495 1.253 -0.10 0.39 -0.18
H -3.524 3.236 0.310 0.27 0.15 0.06
H -1.198 4.397 0.878 -0.12 0.23 -0.33
H -2.126 4.018 2.324 0.04 -0.13 -0.09
H -1.453 6.302 2.171 0.22 0.09 0.10
H -3.126 5.931 -0.332 -0.22 -0.11 -0.33
C 4.940 1.638 5.641 -1.81 0.52 -2.81
C 4.270 1.214 4.294 -0.24 -0.88 1.32
O 3.995 -0.199 4.276 -0.13 0.64 -0.17
O 6.165 1.032 5.561 1.83 -1.17 0.86
H 4.284 1.409 6.477 0.26 -0.15 0.30
H 5.049 2.695 5.447 -0.03 0.86 0.79
H 4.995 1.443 3.514 -0.19 0.33 -0.22
H 3.304 1.705 4.156 0.22 0.16 -0.12
H 4.845 -0.608 4.118 0.22 -0.40 0.10
H 6.644 1.045 6.398 -0.18 0.07 -0.14
C 0.232 -5.436 -3.265 0.34 0.48 1.54
C 0.011 -4.469 -2.052 -0.34 -0.83 -1.91
O 0.593 -5.050 -0.899 -0.03 0.60 -0.33
O -0.657 -5.309 -4.314 -0.89 0.15 -0.27
H 0.100 -6.414 -2.800 0.33 -0.23 -0.43
H 1.235 -5.262 -3.642 0.60 -0.48 0.17
H -1.061 -4.383 -1.966 -0.58 0.07 0.29
H 0.379 -3.486 -2.350 0.40 0.32 0.51
H 0.271 -4.491 -0.191 0.15 -0.10 0.56
H -0.437 -4.548 -4.871 -0.12 -0.01 -0.08
C 4.048 4.049 -4.184 -0.37 0.42 -0.16
C 3.660 4.296 -5.665 1.67 -0.17 1.74
O 3.447 3.072 -6.303 -1.00 -0.36 -0.70
O 5.268 3.318 -4.115 -0.01 0.19 -0.72
H 3.253 3.483 -3.699 -0.21 0.01 0.07
H 4.117 5.035 -3.707 0.16 -0.15 0.11
H 4.523 4.794 -6.100 0.17 0.28 -0.31
H 2.823 4.991 -5.708 -0.31 -0.50 -0.17
H 4.164 2.472 -6.089 0.29 0.10 0.18
H 5.472 2.972 -3.237 -0.25 0.00 0.01
C 0.329 -1.963 -5.576 0.20 -0.23 0.70
C 1.730 -2.367 -5.035 -1.50 0.92 -1.30
O 2.564 -2.832 -6.088 -0.31 -0.39 0.37
O -0.349 -3.123 -6.058 0.23 0.21 -0.13
H 0.416 -1.230 -6.369 0.03 0.27 -0.15
H -0.342 -1.575 -4.794 0.55 0.19 0.03
H 1.479 -3.159 -4.349 0.61 -0.14 0.80
H 2.212 -1.484 -4.635 0.06 0.00 0.66
H 2.481 -3.786 -6.023 0.29 -0.17 -0.49
H -0.211 -3.106 -7.001 -0.10 -0.49 -0.44
C -3.990 -2.380 1.908 -0.48 -0.24 -1.16
C -3.231 -2.344 3.210 -0.77 0.76 -0.32
O -2.867 -3.649 3.659 -0.57 0.36 0.02
O -5.223 -3.120 1.988 0.94 -0.20 0.59
H -3.359 -2.842 1.144 0.09 -0.02 -0.18
H -4.332 -1.423 1.515 0.55 0.36 0.32
H -3.924 -1.850 3.895 0.30 0.02 0.55
H -2.340 -1.737 3.105 0.20 0.03 0.03
H -3.687 -3.947 4.072 0.34 -0.47 0.23
H -4.893 -3.980 2.267 -0.59 -0.43 -0.12
C 0.371 3.025 -7.477 -0.84 -1.71 1.81
C -0.075 2.161 -6.274 0.37 0.35 0.19
O -1.360 1.559 -6.303 -0.16 0.38 -0.54
O -0.337 4.217 -7.551 -0.50 1.21 -0.33
H 0.187 2.398 -8.332 0.30 0.00 -0.87
H 1.407 3.225 -7.257 0.47 0.02 -0.52
H -0.057 2.831 -5.409 0.40 -0.11 0.32
H 0.610 1.325 -6.132 0.25 0.22 0.03
H -1.985 2.290 -6.267 -0.36 -0.24 -0.04
H -1.080 4.254 -6.940 0.09 -0.09 -0.04
C 0.407 -0.792 5.589 -1.68 0.32 -0.08
C 0.288 0.721 5.741 -0.54 0.03 0.34
O -0.629 1.038 6.794 0.22 -0.27 -0.22
O -0.977 -1.236 5.389 0.43 0.24 -0.22
H 0.695 -1.222 6.541 0.79 -0.20 -0.05
H 0.961 -1.081 4.697 0.57 0.01 0.35
H -0.130 1.137 4.829 0.14 0.07 -0.47
H 1.219 1.241 5.971 0.07 -0.33 -0.04
H -1.439 0.565 6.551 0.11 0.06 0.25
H -0.965 -2.146 5.072 -0.06 0.03 0.11
C 6.478 1.880 0.483 0.02 -0.07 1.24
C 7.131 2.221 -0.796 0.78 0.97 -1.00
O 6.461 1.692 -1.923 -0.09 -0.11 -0.09
O 7.054 2.598 1.567 0.33 0.04 0.12
H 6.605 0.827 0.710 -0.43 -0.49 -0.26
H 5.440 2.159 0.474 -0.61 -0.14 -0.22
H 8.198 1.996 -0.764 0.11 -0.55 -0.12
H 7.144 3.293 -0.964 -0.32 0.33 0.24
H 6.672 0.763 -2.029 0.02 -0.21 -0.05
H 7.711 2.013 1.953 0.09 0.28 0.18
C -0.788 6.454 -3.348 1.72 -0.99 -0.27
C 0.432 5.466 -3.273 -2.15 -0.72 -0.45
O 1.633 6.001 -3.728 0.38 1.12 0.91
O -0.943 6.943 -4.658 0.41 0.11 -0.33
H -0.548 7.253 -2.623 -0.61 -0.04 -0.13
H -1.682 5.876 -3.137 -0.17 0.21 0.63
H 0.278 4.633 -3.958 -0.50 -0.29 0.20
H 0.488 5.101 -2.241 0.16 -0.15 -0.04
H 1.840 6.558 -2.968 0.92 0.48 -0.48
H -0.073 6.869 -5.082 -0.26 0.25 -0.01
```
Positions in Å, forces in eV/Å.